# 1
The following is a quantum chemistry calculation of the ion C8H13Cl2N4O with charge +1, from the OMol25 dataset.

E: -1526.96888 a.u.
multiplicity: 1
total charge: +1
structure (SMILES): CC[C@@H](C)n1nnc(O)[n+]1/C(Cl)=C(\C)Cl
HOMO level: -13.612 eV
LUMO level: -4.1 eV

Cartesian coordinates (Å):
C: 3.15248 -0.36198 -0.46914
C: 1.86532 0.03968 0.24905
C: 1.05651 1.04931 -0.56716
C: 0.88404 0.70886 -2.03801
N: -0.24650 1.33187 0.10954
N: -0.40691 2.39444 0.81627
N: -1.62835 2.42784 1.30264
C: -2.23200 1.32856 0.88253
O: -3.48588 0.97298 1.04428
N: -1.38084 0.59788 0.13717
C: -1.64569 -0.64029 -0.53057
Cl: -2.22835 -0.47932 -2.12792
C: -1.54934 -1.77448 0.16555
C: -1.17602 -1.83525 1.62208
Cl: -1.91459 -3.25297 -0.59693
H: 3.67306 0.51324 -0.86325
H: 3.82534 -0.85185 0.23261
H: 2.96461 -1.05155 -1.29115
H: 1.26028 -0.84415 0.45938
H: 2.12546 0.51145 1.19950
H: 1.54303 2.02183 -0.48118
H: 0.57538 -0.32649 -2.18333
H: 0.13265 1.34590 -2.50463
H: 1.83598 0.86399 -2.53972
H: -3.73916 0.88916 1.97611
H: -1.16804 -2.86753 1.95955
H: -0.18744 -1.41561 1.80736
H: -1.90504 -1.29553 2.22938

Force components x, y, z for each atom (eV/Å):
C 0.0007 0.0138 0.0512
C 0.0651 0.0969 -0.0008
C 0.3347 -0.0694 -0.1303
C -0.3819 -0.1102 0.0893
N 0.0158 0.1232 0.0411
N -0.0047 -0.0079 -0.0634
N -0.0382 -0.0856 0.1433
C -0.0851 0.1214 0.0071
O 0.2335 -0.4260 -0.0275
N -0.0994 -0.0060 -0.0254
C 0.0654 0.0908 -0.0983
Cl -0.0422 -0.0012 -0.0029
C 0.0230 -0.0598 0.1868
C -0.0030 -0.0693 -0.0271
Cl -0.0137 0.0124 -0.0192
H 0.0090 -0.0238 0.0240
H -0.0151 -0.0288 -0.0315
H -0.0027 0.0468 -0.0157
H 0.0392 -0.0283 -0.0651
H -0.1378 -0.0815 0.0593
H -0.0994 0.0294 -0.0010
H 0.1165 -0.0089 -0.0069
H 0.1208 0.0785 -0.0370
H -0.0192 -0.0109 -0.0022
H -0.0651 0.3476 -0.0118
H 0.0025 0.0039 -0.0239
H -0.0385 0.0469 0.0093
H 0.0199 0.0056 -0.0214

=====

# 2
The following is a quantum chemistry calculation of the ion C8H13ClN5 with charge +1, from the OMol25 dataset.

relative energy (zero: lowest compared OMol25 entry of this formula, charge and spin): 116.8 kcal/mol
E: -1046.17993 a.u.
multiplicity: 1
total charge: +1
structure (SMILES): [H]/N=C(/N)N(N)[N@@H+](Cl)Cc1ccccc1
HOMO level (alpha / beta): -13.144 / -13.144 eV
LUMO level (alpha / beta): -5.8 / -5.8 eV

Cartesian coordinates (Å):
C: 3.54354 0.03728 -0.86067
C: 2.76427 0.62078 -1.87079
C: 3.02792 -0.15091 0.39134
C: 1.57133 1.26707 -1.45488
C: 1.76201 0.26226 0.79434
C: 1.08788 1.11484 -0.12012
C: -1.93351 -1.68580 -0.05445
C: -0.14476 1.75215 0.31620
N: -1.07971 -2.03600 -0.93487
N: -3.07428 -2.25943 0.10675
N: -1.93615 -0.47108 2.01744
N: -1.48212 -0.46669 0.77302
N: -1.35330 0.62800 0.06210
Cl: -3.14228 1.71906 -0.17343
H: 4.50584 -0.43100 -1.10093
H: 2.96176 0.65868 -2.98458
H: 3.66091 -0.38949 1.16413
H: 1.17058 2.03848 -2.07247
H: 1.15745 -0.13770 1.59580
H: -0.14237 1.84806 1.43680
H: -0.50439 2.59976 -0.17033
H: -0.19639 -1.73062 -0.96611
H: -3.00016 -3.11422 -0.32192
H: -3.85253 -2.00099 0.68006
H: -2.90434 -0.16935 2.13961
H: -1.32474 0.16435 2.44837
H: -1.14242 0.33250 -0.84042

Force components x, y, z for each atom (eV/Å):
C 0.0114 -0.5773 -2.0287
C -1.2370 0.6694 -0.3571
C -1.2883 1.0352 0.7429
C 1.2556 -0.3972 1.4298
C -0.7271 0.7787 -2.5453
C 1.0104 -0.9646 -1.0778
C 5.3826 2.8429 -1.5705
C -0.7580 -2.2942 2.9751
N -5.2258 -2.0239 0.1889
N -1.7056 1.0308 1.6415
N -0.3173 0.2742 1.7790
N -1.7146 -2.7653 -2.3417
N -0.5260 3.0188 1.2167
Cl 1.3823 -0.9409 0.1512
H -0.2848 0.5083 0.1324
H 0.3966 -0.0501 1.6896
H 1.4774 -1.6199 1.4895
H -0.6847 0.0889 -0.6083
H 0.7649 0.2567 0.8100
H -0.2437 0.3175 -1.1707
H -0.5749 1.2879 -0.8490
H 3.9226 1.7335 0.3367
H -0.8193 -2.6511 -1.0744
H 0.0275 0.0859 0.1020
H -0.0498 0.2014 -0.3392
H 0.4937 0.8574 1.9790
H 0.0317 -0.7029 -2.7015

=====

# 3
The following is a quantum chemistry calculation of a cluster of 2 separate species, C8H13FNO4 in total, from the OMol25 dataset.

E: -768.08366 a.u.
multiplicity: 1
total charge: -1
HOMO level (alpha / beta): -4.533 / -4.558 eV
LUMO level (alpha / beta): 2.8 / 3.5 eV

Cartesian coordinates (Å):
C: 1.81139 0.25812 0.52232
C: -1.72034 -0.57999 -2.01656
C: -2.25002 -1.57333 -0.99770
C: -2.05067 0.83015 -1.51610
C: -1.62151 -1.40881 0.34806
C: -2.98064 0.68551 -0.31396
C: 4.08720 1.24915 0.52367
C: 3.02842 0.61243 1.45178
N: -2.34057 -0.31197 1.00661
O: -2.88805 -0.31877 2.11556
O: 1.12186 -0.72813 0.83852
O: 3.45873 -0.50476 2.10176
O: 1.67774 1.13446 -0.36086
F: -3.35210 1.88160 0.31881
H: -0.63631 -0.67285 -1.94026
H: -2.08122 -0.71637 -3.04688
H: -3.33110 -1.29726 -0.83323
H: -2.19372 -2.65655 -1.31869
H: -1.22011 1.37700 -1.13659
H: -2.60093 1.36563 -2.26891
H: -1.71337 -2.36377 0.74607
H: -0.60775 -1.10243 0.19810
H: 3.76805 1.49422 -0.50052
H: 4.30797 2.21424 1.05796
H: 4.96838 0.57968 0.51014
H: 2.75727 1.46574 2.11850
H: 2.60142 -0.91291 2.39239

Force components x, y, z for each atom (eV/Å):
C 0.7348 2.1203 0.7892
C 0.7960 -0.0113 0.3798
C -2.0179 -1.0908 -1.5206
C -1.5556 -0.7412 1.3743
C -0.8829 0.9874 -0.9327
C 0.8916 0.2203 4.1105
C 1.1352 0.5424 1.2210
C -0.9305 1.5405 -2.5471
N -1.4515 2.4309 -3.1261
O 0.4526 -0.2933 -0.4433
O 0.0339 -0.4466 -0.1165
O -0.2147 -1.4284 1.7801
O -1.4587 -0.8544 -0.5362
F 0.5095 -1.5347 -1.2101
H 0.1437 -0.0276 -0.7042
H 0.1775 -0.1928 0.4003
H 0.6797 -0.9869 -0.4554
H 0.1306 1.1921 0.0757
H 1.0725 0.5473 -0.1887
H -0.1085 0.6184 -0.2468
H -0.0348 -1.2848 1.9935
H 0.9413 0.0961 0.5783
H -0.1012 -0.3674 0.7008
H 0.5982 -0.7222 -0.9122
H -0.1308 0.4889 0.0212
H -0.3889 -0.8115 0.0684
H 0.9790 0.0095 -0.5533

=====

# 4
The following is a quantum chemistry calculation of a structure of composition C8H13IMnN8O, from the OMol25 dataset.

relative energy (zero: lowest compared OMol25 entry of this formula, charge and spin): 2.8 kcal/mol
E: -2274.05019 a.u.
multiplicity: 2
total charge: +2
HOMO level (alpha / beta): -15.521 / -14.916 eV
LUMO level (alpha / beta): -9.5 / -9.8 eV

Cartesian coordinates (Å):
Mn: 0.54432 1.26529 0.59726
C: -2.15377 -2.08587 -1.04821
N: -1.10757 -1.54115 -1.92266
C: -1.01556 -2.03497 -3.30311
C: -0.28354 -0.61440 -1.45969
N: -0.40461 -0.08390 -0.24940
N: 0.73950 -0.21540 -2.28700
C: 1.67684 0.77003 -2.05310
N: 2.55536 0.96118 -3.03892
N: 1.68651 1.44140 -0.94051
H: -2.59478 -2.94733 -1.53692
H: -2.93881 -1.34892 -0.87088
H: -1.72658 -2.42422 -0.10404
H: -1.89714 -2.62986 -3.51348
H: -0.14016 -2.67401 -3.43947
H: -1.00675 -1.20641 -4.01210
H: -1.21363 -0.41118 0.26326
H: 0.85423 -0.74527 -3.13625
H: 2.48965 0.49271 -3.92712
H: 3.29369 1.63921 -2.94091
H: 2.40667 2.15405 -0.90900
I: -0.47360 3.47587 0.23130
N: -1.50691 0.97162 4.29115
C: -0.50305 0.91268 3.43875
O: -0.68287 0.95388 2.19042
C: 0.87236 0.79758 3.96675
C: 1.73142 0.75615 2.89678
N: 2.05939 0.77429 1.77317
C: 1.18643 0.77728 5.33375
N: 1.35919 0.79180 6.47368
H: -1.35970 0.92381 5.28951
H: -2.44656 1.10407 3.94699

Force components x, y, z for each atom (eV/Å):
Mn 0.1851 -0.3775 0.4877
C -0.0360 -0.0208 0.0461
N 0.0756 0.1297 0.0777
C 0.0078 -0.0108 -0.0227
C 0.0837 -0.1608 -0.3715
N 0.1495 0.3845 0.3465
N -0.0492 0.0104 0.0698
C 0.0368 -0.0069 -0.0982
N -0.0528 0.0061 0.0606
N -0.0565 -0.0410 0.0762
H -0.0029 0.0029 0.0012
H 0.0003 -0.0016 -0.0038
H -0.0009 -0.0058 -0.0032
H -0.0013 0.0006 0.0025
H 0.0025 0.0029 0.0101
H -0.0042 0.0044 -0.0009
H 0.0105 0.0053 0.0905
H -0.0086 -0.0016 -0.0150
H 0.0142 -0.0194 -0.0032
H 0.0106 0.0142 -0.0043
H 0.0283 -0.0271 0.0702
I 0.2191 -0.3052 0.1468
N -0.1517 0.0230 -0.0538
C 0.7733 -0.0496 0.6193
O -0.0364 0.0150 -0.7526
C 0.0218 -0.0753 -0.8682
C -0.9016 0.1635 1.0797
N -0.4402 0.3123 -1.2956
C 0.1343 0.0908 0.5980
N -0.0704 -0.0522 -0.2928
H 0.0277 -0.0027 -0.0213
H 0.0316 -0.0074 0.0243

=====

# 5
The following is a quantum chemistry calculation of a structure of composition C8H13N, from the OMol25 dataset.

relative energy (zero: lowest compared OMol25 entry of this formula, charge and spin): 72.5 kcal/mol
E: -367.26156 a.u.
multiplicity: 1
HOMO level: -7.370 eV
LUMO level: 1.1 eV

Cartesian coordinates (Å):
C: -0.31674 1.06112 0.38560
C: -0.37500 -0.45056 0.00485
C: 0.13694 -0.40180 -1.43092
C: 0.78750 -1.34174 -0.04155
C: -1.73316 1.59365 0.60783
C: 0.64633 -2.80187 0.27355
N: 0.51237 1.45659 1.50271
C: 0.24769 1.58503 -0.93163
C: 0.99896 0.73651 -1.66429
H: -1.33379 -0.92956 0.19683
H: -0.30687 -0.97421 -2.23344
H: 1.78017 -0.93698 0.11300
H: 1.44390 1.06647 1.40164
H: 0.12488 1.12367 2.37879
H: 0.23791 2.65865 -1.10061
H: 1.57349 0.93886 -2.55349
H: -1.71693 2.67461 0.73376
H: -2.36522 1.34622 -0.24406
H: -2.17136 1.14833 1.50135
H: -0.34177 -3.16921 -0.01325
H: 0.76334 -2.98535 1.34740
H: 1.40737 -3.39845 -0.23408

Force components x, y, z for each atom (eV/Å):
C -1.0020 -0.5736 -0.8217
C -0.3129 1.5222 -1.1318
C 1.4668 -6.2695 2.4704
C -0.0637 0.4646 -1.7572
C 0.1654 -0.0656 0.0011
C -0.0794 -0.1014 -0.1496
N 0.3627 0.1262 -0.1091
C 2.5867 3.0657 0.6795
C -3.2079 1.3627 0.3004
H 0.1171 -0.0486 -0.0560
H 0.0179 -0.0257 0.0433
H -0.0811 0.2277 0.1905
H -0.0517 0.0111 0.0509
H -0.0422 -0.0030 -0.0720
H 0.2513 0.2898 0.3266
H 0.0380 0.0227 0.0410
H 0.0076 0.0603 -0.0012
H -0.0549 -0.0261 -0.0145
H -0.0476 -0.0210 0.0708
H 0.0784 -0.0646 -0.0312
H -0.0430 0.0542 0.0018
H -0.1056 -0.0080 -0.0321

=====

# 6
The following is a quantum chemistry calculation of a structure of composition C8H13N2, from the OMol25 dataset.

relative energy (zero: lowest compared OMol25 entry of this formula, charge and spin): 95.4 kcal/mol
E: -421.78486 a.u.
multiplicity: 1
total charge: +1
HOMO level: -13.496 eV
LUMO level: -4.9 eV

Cartesian coordinates (Å):
C: -0.15406 -0.20486 0.37147
C: 0.70445 -1.29288 -0.43984
C: 2.07932 -1.00628 0.14972
C: -2.58774 -0.77166 -0.47141
C: -1.64766 -0.17331 0.62883
C: 1.92073 0.45884 0.64642
C: -2.41900 0.96720 0.50514
C: 2.32481 1.56929 -0.32675
N: -3.24304 0.54068 -0.39852
N: 0.54335 0.67250 0.98490
H: 0.30184 -2.31461 -0.31887
H: 0.84675 -1.05872 -1.52622
H: 2.45478 -1.71827 0.92890
H: 2.88899 -0.98929 -0.52638
H: -2.13969 -0.93240 -1.45642
H: -3.23019 -1.74669 -0.45451
H: -1.74355 -0.72642 1.55683
H: 2.39866 0.38276 1.65186
H: -2.25568 2.11980 0.77297
H: 3.24048 1.27604 -0.74161
H: 2.32325 2.49658 0.24495
H: 1.49723 1.61699 -0.99508
H: -4.10403 0.83474 -0.78642

Force components x, y, z for each atom (eV/Å):
C 1.5063 0.5070 0.0210
C -0.5476 0.5443 -0.1458
C -0.2456 0.0456 1.0421
C -0.8955 -2.4040 -1.3190
C 2.0772 -4.9161 -0.4277
C 1.2276 -1.0306 2.2519
C -1.1621 6.7618 -0.8554
C -0.9849 -0.5628 2.3720
N 0.5502 -1.1942 1.2037
N -1.8437 -1.0725 -1.0478
H 0.2789 0.4679 -0.0959
H -1.0325 -0.1186 0.7099
H -0.8958 0.7174 -0.2473
H 0.6106 -0.2810 -1.3676
H 0.4951 0.6236 0.1420
H 0.7943 1.9825 1.0809
H -0.4660 0.0884 0.4775
H 0.4311 1.2015 -0.8208
H -0.6171 -2.8339 -0.0692
H 1.3228 0.2736 -0.9322
H 0.4556 0.1220 -0.3080
H -0.2404 0.1656 -1.1645
H -0.8186 0.9124 -0.4998